Entry 1:
Formula: C28H21N6O2Tl
Source: the Open Molecules 2025 dataset
Level of theory: ωB97M-V/def2-TZVPD

Output
- maximum force (Eh/bohr) = 0.022
- HOMO (eV) = -12.9
- total energy (Eh) = -1730.59582
- charge = +2
- gap between HOMO and LUMO (eV) = 6.0

Last column: Mulliken charge in e.
Positions of all 58 atoms, in Å:
Tl -0.02 0.32 -0.24  1.846
O 3.80 -2.60 -0.34  -0.660
C 3.96 -2.69 1.00  0.412
C 4.84 -3.66 1.47  -0.627
C 5.05 -3.80 2.83  -0.331
C 4.38 -2.98 3.75  -0.819
C 3.51 -2.02 3.29  -0.473
C 3.28 -1.86 1.91  0.117
C 2.36 -0.82 1.44  1.285
O 2.09 -0.72 0.19  -0.873
N 1.80 -0.03 2.35  -1.388
N 0.97 0.85 1.78  0.616
C 0.63 1.94 2.34  -0.765
C -0.27 2.83 1.61  1.016
C -0.75 3.99 2.20  -0.898
C -1.56 4.84 1.46  -0.295
C -1.87 4.51 0.15  -0.833
C -1.36 3.34 -0.38  0.025
N -0.58 2.51 0.34  -0.255
H 3.19 -1.86 -0.49  0.299
H 5.36 -4.28 0.76  0.472
H 5.74 -4.56 3.19  0.412
H 4.56 -3.10 4.81  0.426
H 2.98 -1.38 3.98  0.454
H 1.03 2.23 3.30  0.456
H -0.47 4.22 3.22  0.463
H -1.94 5.75 1.91  0.465
H -2.48 5.15 -0.47  0.437
H -1.58 3.05 -1.40  0.435
C -3.68 -0.06 2.54  -1.015
C -3.76 -1.41 2.80  -0.491
C -2.90 -2.28 2.15  -0.768
C -1.97 -1.76 1.25  0.772
N -1.89 -0.45 1.02  -0.004
C -2.73 0.39 1.65  0.128
C -1.05 -2.62 0.45  0.479
C -0.94 -4.00 0.57  -0.726
C -0.08 -4.67 -0.29  -1.015
C 0.64 -3.96 -1.25  -0.668
C 0.50 -2.58 -1.28  1.371
N -0.32 -1.97 -0.44  -0.245
C 1.20 -1.68 -2.24  0.032
C 2.18 -2.13 -3.10  -0.441
C 2.79 -1.23 -3.97  -0.566
C 2.42 0.10 -3.95  -0.791
C 1.45 0.49 -3.05  -0.063
N 0.86 -0.37 -2.21  -0.212
H -4.35 0.65 3.02  0.451
H -4.48 -1.80 3.50  0.467
H -2.95 -3.34 2.33  0.385
H -2.62 1.44 1.43  0.457
H -1.50 -4.55 1.31  0.425
H 0.02 -5.74 -0.23  0.470
H 1.28 -4.48 -1.94  0.404
H 2.48 -3.17 -3.10  0.392
H 3.57 -1.58 -4.64  0.472
H 2.86 0.82 -4.61  0.440
H 1.13 1.52 -2.99  0.439

=====

Entry 2:
Formula: H5O3
Source: the Open Molecules 2025 dataset
Level of theory: ωB97M-V/def2-TZVPD

Output
- maximum force (Eh/bohr) = 0.045
- ΔE to the lowest compared entry with this formula, charge and spin (eV) = 0.600
- HOMO (eV) = -3.8
- total energy (Eh) = -228.72889
- charge = -1
- gap between HOMO and LUMO (eV) = 8.8

Last column: Mulliken charge in e.
Positions of all 8 atoms, in Å:
O -0.78 0.11 0.44  -0.969
H -0.72 0.53 1.33  0.190
O -0.36 1.64 -1.28  -0.853
H -0.67 0.91 -0.49  0.434
H -0.87 2.36 -0.86  0.208
O 1.57 -1.99 0.32  -0.705
H 0.74 -2.45 0.35  0.296
H 1.09 -1.10 0.20  0.399

=====

Entry 3:
Formula: C5H5N2OPS
Source: the Open Molecules 2025 dataset
Level of theory: ωB97M-V/def2-TZVPD

Output
- maximum force (Eh/bohr) = 0.076
- ΔE to the lowest compared entry with this formula, charge and spin (eV) = 0.265
- HOMO (alpha / beta) (eV) = -9.2 / -9.2
- total energy (Eh) = -1117.73897
- SMILES string = O=C(C(P)=S)n1ccnc1
- gap between HOMO and LUMO (alpha / beta) (eV) = 7.2 / 7.2

Last column: Mulliken charge in e.
Positions of all 15 atoms, in Å:
O -0.68 -1.53 -1.29  -0.576
C -0.33 -0.42 -0.84  0.825
C -1.39 0.61 -0.84  -0.131
P -3.08 -0.16 -0.77  0.009
S -1.25 2.33 -1.04  -0.143
N 0.87 -0.17 -0.26  0.112
C 1.19 0.80 0.61  -0.072
C 2.33 0.47 1.20  -0.426
N 2.60 -0.88 0.87  -0.592
C 1.69 -1.28 0.01  -0.055
H -3.09 -1.04 0.25  0.045
H -3.82 0.77 -0.16  0.043
H 0.58 1.68 0.83  0.203
H 2.74 0.98 2.04  0.378
H 1.64 -2.15 -0.60  0.381

=====

Entry 4:
Formula: C4H9N2OP
Source: the Open Molecules 2025 dataset
Level of theory: ωB97M-V/def2-TZVPD

Output
- maximum force (Eh/bohr) = 0.058
- ΔE to the lowest compared entry with this formula, charge and spin (eV) = 3.234
- HOMO (eV) = -9.3
- total energy (Eh) = -683.77746
- SMILES string = O=CN/N=C/P.C=C
- gap between HOMO and LUMO (eV) = 9.7

Last column: Mulliken charge in e.
Positions of all 17 atoms, in Å:
O -2.35 -0.91 3.35  -0.550
C -1.33 -0.61 2.80  0.160
N -1.09 -0.93 1.50  0.080
N 0.17 -0.96 0.93  -0.489
C 0.23 -1.03 -0.32  -0.278
P 1.91 -1.31 -0.96  -0.139
H -0.36 -0.11 3.01  0.314
H -1.93 -1.22 0.98  0.247
H -0.60 -1.15 -1.01  0.481
H 1.83 -2.81 -0.71  0.076
H 2.67 -1.20 0.15  0.054
C -0.82 2.17 -1.05  -0.419
C 0.29 1.66 -0.54  -0.489
H -1.80 2.19 -0.40  0.187
H -1.02 2.55 -2.09  0.240
H 1.28 1.81 -0.99  0.297
H 0.23 1.18 0.44  0.226

=====

Entry 5:
Formula: C23H30FN9O4PtS2
Source: the Open Molecules 2025 dataset
Level of theory: ωB97M-V/def2-TZVPD

Output
- maximum force (Eh/bohr) = 0.014
- ΔE to the lowest compared entry with this formula, charge and spin (eV) = 0.000
- HOMO (alpha / beta) (eV) = -12.0 / -14.1
- ⟨S²⟩ = 6.066
- total energy (Eh) = -2703.28818
- spin multiplicity = 5
- charge = +2
- gap between HOMO and LUMO (alpha / beta) (eV) = 7.2 / 6.1

Last column: Mulliken charge in e.
Positions of all 70 atoms, in Å:
Pt -0.44 -0.01 0.23  1.772
C 4.56 -2.89 1.18  -0.910
N 3.77 -2.41 0.03  0.092
C 4.20 -2.58 -1.24  -0.055
C 3.49 -2.14 -2.29  -1.284
C 2.27 -1.46 -1.99  0.806
N 1.84 -1.26 -0.75  0.265
C 2.58 -1.75 0.30  -0.042
O 2.25 -1.62 1.48  -0.862
N 1.49 -1.04 -3.00  -0.171
H 5.40 -3.45 0.79  0.307
H 3.94 -3.52 1.81  0.323
H 4.91 -2.04 1.76  0.313
H 5.14 -3.10 -1.35  0.338
H 3.82 -2.29 -3.30  0.502
H 1.84 -1.05 -3.94  0.231
H 0.62 -0.54 -2.82  -0.084
O -8.33 -1.60 3.29  -0.451
C -7.20 -2.19 2.88  0.623
O -7.14 -3.38 2.76  -0.502
C -5.99 -1.32 2.56  1.021
C -4.86 -2.01 2.10  -0.809
C -3.73 -1.32 1.75  -0.288
C -3.69 0.10 1.87  0.459
S -2.35 1.04 1.47  -0.259
C -4.83 0.77 2.38  -1.280
C -5.96 0.06 2.71  -0.883
H -8.23 -0.64 3.37  0.270
H -4.92 -3.08 2.02  0.538
H -2.85 -1.84 1.42  0.542
H -4.79 1.84 2.51  0.505
H -6.81 0.62 3.10  0.275
C -0.65 -1.43 3.40  -0.677
O 0.07 -0.58 2.50  -0.429
H -0.14 -1.46 4.36  0.339
H -0.75 -2.44 3.00  0.282
H -1.64 -1.01 3.54  0.176
H 0.93 -1.01 2.23  0.433
F -0.98 5.97 -1.92  -0.293
C -0.46 4.92 -1.28  0.360
C -0.88 4.67 0.02  -0.742
C -0.36 3.59 0.67  -0.239
C 0.61 2.74 0.03  0.704
C 1.15 1.63 0.70  -1.960
C 1.01 3.06 -1.31  -0.375
C 0.49 4.14 -1.95  -0.565
H -1.59 5.34 0.49  0.499
H -0.63 3.38 1.70  0.582
H 1.06 1.59 1.78  0.611
H 2.05 1.19 0.29  0.632
H 1.74 2.44 -1.79  0.382
H 0.79 4.42 -2.95  0.492
N -0.55 -4.10 -2.90  -0.303
C -1.76 -4.41 -2.42  0.591
N -2.42 -5.44 -2.94  -0.371
N -2.37 -3.73 -1.45  -0.729
C -1.72 -2.76 -0.88  0.786
N -1.22 -1.90 -0.29  -0.450
H -0.09 -4.67 -3.58  0.219
H -0.03 -3.33 -2.51  0.111
H -2.04 -6.01 -3.68  0.197
H -3.32 -5.68 -2.55  0.247
N -3.11 0.76 -3.90  -0.407
C -2.77 0.63 -2.61  0.714
N -3.76 0.39 -1.75  -0.237
S -1.15 0.80 -2.13  -0.451
H -4.06 0.78 -4.21  0.202
H -2.39 0.98 -4.57  0.232
H -4.72 0.33 -2.03  0.217
H -3.54 0.33 -0.77  -0.082

=====

> What is the formula in the fourth record?

C4H9N2OP